# 1
Molecular formula: C10H15ClI2N2O2PRh
Method: DFT, the ωB97M-V functional and the def2-TZVPD basis

Each line ends with the Löwdin spin population.
Cartesian coordinates (Å):
I (-1.4676, -2.7923, -1.1547)  1.17
I (-1.5573, 2.5074, -0.9183)  1.15
Rh (0.2131, -0.1256, -0.9101)  1.12
P (0.2273, -0.0902, -3.1708)  0.01
C (-1.4353, -0.0907, -3.9581)  0.01
C (1.0519, 1.3907, -3.8469)  0.00
H (2.0732, -1.6091, -3.4573)  0.00
H (1.1964, -1.2990, -5.0080)  0.00
H (0.4971, -2.4196, -3.7762)  0.01
C (1.0882, -1.5075, -3.9323)  0.01
H (2.0206, 1.4907, -3.3394)  0.00
H (1.1877, 1.2449, -4.9292)  0.00
H (-1.3105, -0.0814, -5.0515)  0.00
H (-1.9873, 0.8060, -3.6424)  0.00
H (0.4281, 2.2727, -3.6495)  0.00
H (-1.9830, -0.9952, -3.6563)  0.01
C (-1.6402, -0.0843, -0.8499)  0.07
O (-2.8079, -0.1666, -0.8067)  0.07
Cl (2.6040, 0.0909, -0.9839)  0.33
N (0.8125, 0.7951, 6.2402)  0.00
C (-0.0674, -0.0392, 5.5768)  0.00
O (-0.8608, -0.7688, 6.1639)  0.00
C (-0.0264, -0.0345, 4.0564)  0.00
C (0.8533, 0.7105, 3.2800)  0.00
C (0.8383, 0.6391, 1.8787)  0.00
N (-0.0156, -0.1600, 1.2271)  0.00
C (-0.9449, -0.8269, 1.9443)  0.02
C (-0.9448, -0.8240, 3.3529)  0.00
H (0.7843, 0.7902, 7.2477)  0.00
H (1.4482, 1.4411, 5.7977)  0.00
H (1.5857, 1.3597, 3.7279)  0.00
H (1.5504, 1.2116, 1.2695)  0.00
H (-1.7203, -1.4103, 1.4146)  0.02
H (-1.6907, -1.4255, 3.8639)  0.00

Properties
Charge ... +2
Expectation value of S² ... 6.030
2S+1 ... 5
HOMO-LUMO gap (spin up / spin down) ... 7.9 / 4.1 eV

# 2
Molecular formula: C10H15FN3O5PSTl
Method: DFT, the ωB97M-V functional and the def2-TZVPD basis

Each line ends with the Mulliken charge.
Cartesian coordinates (Å):
N (-3.1259, 1.1565, 3.0137)  -0.60
P (-1.8850, 0.1391, 2.6962)  0.77
O (-0.8460, 0.2804, 3.8407)  -0.44
O (-2.4043, -1.3298, 2.5493)  -0.43
C (-1.1482, 0.7939, 1.1667)  0.03
C (-2.2840, 1.4767, 0.4498)  -0.47
N (-2.0028, 2.6423, -0.3702)  -0.38
C (-1.1059, 3.4273, -0.0458)  0.65
S (-0.1437, 4.5215, 0.3451)  -0.01
N (-2.7876, 0.4430, -0.4514)  -0.17
C (-1.9885, -0.7501, -0.3549)  0.01
O (-2.3475, -1.8403, -0.6422)  -0.43
C (-0.6384, -0.2990, 0.2493)  0.91
F (0.0242, -1.2512, 0.9529)  -0.48
C (0.2934, 0.1077, -0.8867)  -1.20
C (0.7158, -1.1083, -1.7475)  -0.62
C (2.1545, -1.5552, -1.3928)  -0.52
C (3.2005, -0.7861, -2.1884)  -0.73
O (3.3487, 0.5661, -1.7874)  -0.34
C (3.8438, 0.7719, -0.5456)  0.15
O (4.4200, 1.7822, -0.2565)  -0.42
H (-4.0154, 0.6363, 3.0553)  0.35
H (-0.5884, -0.5767, 4.2103)  0.40
H (-1.7894, -1.9831, 2.9109)  0.38
H (-0.3115, 1.3705, 1.5590)  1.02
H (-3.0637, 1.8709, 1.1923)  0.57
H (-2.7565, 0.8642, -1.3733)  0.41
H (1.1936, 0.4695, -0.4201)  0.45
H (-0.1291, 0.8904, -1.4965)  0.54
H (0.0451, -1.9703, -1.5397)  -0.05
H (0.6408, -0.9108, -2.8094)  0.89
H (2.3035, -1.5488, -0.3285)  0.07
H (2.2660, -2.5937, -1.6865)  0.57
H (2.8949, -0.7720, -3.2198)  0.39
H (4.1337, -1.3258, -2.1692)  0.40
H (3.6708, 0.0253, 0.2388)  0.39
Tl (0.2129, -3.6345, -2.7178)  0.96

Properties
Charge ... +3
HOMO-LUMO gap ... 2.3 eV

# 3
Molecular formula: C10H15IrN2O10PS2Se
Method: DFT, the ωB97M-V functional and the def2-TZVPD basis

Each line ends with the Mulliken charge.
Cartesian coordinates (Å):
Ir (0.0023, 0.3756, 0.2387)  1.59
C (-3.1773, -4.0628, 3.1662)  -0.94
C (-3.2169, -2.5775, 2.8511)  -0.33
O (-1.9874, -1.9225, 3.1661)  -0.40
P (-0.7474, -1.8528, 2.1698)  0.98
S (0.2656, -0.1859, 2.7205)  -0.38
S (-1.3023, -2.0017, 0.2319)  -0.51
O (0.0262, -3.1873, 2.6147)  -0.35
C (1.1652, -3.7020, 1.9253)  -0.30
C (2.4285, -2.9062, 2.1962)  -0.81
H (-4.1428, -4.5053, 2.9353)  0.39
H (-2.9516, -4.2320, 4.2163)  0.27
H (-2.4145, -4.5443, 2.5603)  0.24
H (-3.9747, -2.0653, 3.4512)  0.29
H (-3.4308, -2.4306, 1.7866)  0.31
H (0.9571, -3.7285, 0.8508)  0.32
H (1.2575, -4.7256, 2.3009)  0.30
H (2.4088, -1.9628, 1.6534)  0.10
H (3.2880, -3.4770, 1.8543)  0.40
H (2.5266, -2.7042, 3.2606)  0.29
C (-1.8173, 0.5756, -3.2151)  -1.37
C (-0.3655, 0.3367, -3.1119)  0.10
N (0.2603, -0.0655, -2.0240)  -0.22
C (1.5611, -0.2999, -2.3500)  0.50
C (1.7344, -0.0401, -3.6925)  -0.13
N (0.5021, 0.3677, -4.1433)  0.05
C (2.8832, -0.1785, -4.6197)  0.47
O (3.9792, -0.6938, -4.1178)  -0.56
O (2.7688, 0.1440, -5.7832)  -0.65
C (2.4984, -0.7752, -1.2808)  0.81
O (3.6216, -1.1773, -1.6149)  -0.89
O (2.0385, -0.7428, -0.1110)  -0.77
H (-2.2676, 0.4438, -2.2347)  0.22
H (-2.2567, -0.1268, -3.9224)  0.41
H (-2.0186, 1.5954, -3.5349)  0.32
H (0.3407, 0.6930, -5.0856)  0.23
H (3.9087, -0.9136, -3.1150)  0.48
O (-1.4679, 3.2633, -1.8759)  -0.67
Se (-1.0540, 2.9599, -0.3759)  1.25
O (0.5346, 2.4622, -0.3222)  -0.68
O (-1.8333, 1.5706, 0.1483)  -0.64
O (-1.3259, 4.1682, 0.5998)  -0.68

Properties
Charge ... -1
Energy relative to the best compared isomer or geometry (same formula, charge and spin) ... 214.8 kJ/mol
HOMO-LUMO gap ... 7.9 eV

# 4
Molecular formula: C10H15N2
Method: DFT, the ωB97M-V functional and the def2-TZVPD basis

Each line ends with the Löwdin spin population.
Cartesian coordinates (Å):
C (0.7146, 2.8806, 0.3467)  -0.02
C (0.1341, 2.7443, -0.9040)  0.13
C (0.7016, 1.8471, 1.2945)  0.12
C (-0.3356, 1.5186, -1.2046)  0.00
C (0.3934, 0.5031, 0.9380)  0.04
C (-0.1209, 0.4524, -0.3864)  0.12
C (-0.9987, -1.8002, 0.2925)  0.66
C (0.7125, -0.8207, 3.1200)  0.07
C (0.7913, -1.3962, -1.3628)  0.01
C (-1.4491, -0.9195, -2.0041)  0.02
N (0.6138, -0.5908, 1.7123)  0.67
N (-0.5239, -0.9448, -0.8680)  0.05
H (1.1917, 3.8571, 0.6025)  0.00
H (0.0555, 3.6639, -1.4434)  0.01
H (1.1004, 2.0430, 2.3640)  0.00
H (-0.8042, 1.2411, -2.2338)  0.00
H (-0.6644, -2.7899, 0.2519)  0.03
H (-1.9988, -1.5314, 0.4387)  0.03
H (-0.0113, -0.2793, 3.6950)  0.02
H (0.6561, -1.8155, 3.4071)  0.00
H (1.6921, -0.3382, 3.3376)  0.03
H (1.2138, -0.6505, -2.1457)  0.00
H (1.6650, -1.5927, -0.7013)  0.00
H (0.5689, -2.2828, -1.7859)  0.00
H (-1.8300, -1.8997, -2.2175)  0.00
H (-2.4088, -0.6216, -1.5934)  0.00
H (-1.0591, -0.4777, -2.9498)  0.00

Properties
Charge ... +1
Expectation value of S² ... 2.045
Energy relative to the best compared isomer or geometry (same formula, charge and spin) ... 43.0 kJ/mol
2S+1 ... 3
HOMO-LUMO gap (spin up / spin down) ... 9.4 / 7.7 eV

Sequential E output: -2156.8772 -1941.1628 -4895.6473 -499.0978 a.u.
Sequential largest force on an atom output: 5.4 4.7 2.8 4.5 eV Å⁻¹